CH9O3S | ωB97M-V with the def2-TZVPD basis set

E_tot: -667.33808 a.u.
largest force on an atom: 1.07 eV/Å
multiplicity: 2

Element x y z (Å)
C  -1.357  1.590  -1.760
S  -1.272  1.080  -0.018
H  -2.214  2.220  -1.969
H  -1.402  0.644  -2.308
H  -0.485  2.046  -2.233
H  -0.676  -0.265  1.884
H  -0.589  0.127  3.378
O  -0.129  -0.337  2.674
H  0.528  -0.674  -0.804
H  1.134  0.218  -1.805
O  1.162  -0.707  -1.535
H  1.958  -1.720  0.803
H  1.337  -1.908  2.133
O  2.003  -2.317  1.561